Entry 1:
This record from OMol25 describes C32H28ClN3O5RuS4Sb as an isolated structure. The level of theory is ωB97M-V with the def2-TZVPD basis set.

Summary:
net charge = +1
total energy = -113315.4980 eV
gap between HOMO and LUMO (alpha / beta) = 6.93 / 3.84 eV
multiplicity = 5
energy relative to the best compared isomer or geometry (same formula, charge and spin) = 0.563 eV
E_HOMO (alpha / beta) = -10.0 / -10.3 eV
lowest unoccupied orbital energy (alpha / beta) = -0.1127 / -0.2366 Eh
⟨S²⟩ = 6.051

XYZ file:
```
75
Properties=species:S:1:pos:R:3:mulliken_spin:R:1
Ru -1.917 -0.909 -1.977 2.3901
O -4.657 0.945 0.939 0.0065
Cl -3.436 0.432 0.429 -0.0075
O -2.785 -0.444 1.358 0.0039
O -3.724 -0.333 -0.807 0.0128
O -2.542 1.511 0.066 0.0116
S -0.527 -4.900 -3.266 0.1382
C -1.236 -3.491 -2.931 -0.0397
S -2.213 -3.092 -1.529 0.1762
S -1.137 -1.990 -3.832 0.1207
S 0.233 -0.375 -0.827 0.1735
Sb 0.830 -1.938 0.772 0.0216
C -0.426 -3.559 1.186 0.0133
C -0.082 -4.770 0.594 0.0076
C -0.889 -5.879 0.802 -0.0057
C -2.017 -5.774 1.600 0.0011
C -2.348 -4.563 2.195 -0.0028
C -1.556 -3.445 1.989 -0.0056
C 1.235 -0.853 2.526 0.0142
C 0.183 -0.383 3.310 -0.0039
C 0.461 0.349 4.456 0.0017
C 1.777 0.621 4.809 0.0009
C 2.820 0.165 4.018 0.0011
C 2.553 -0.574 2.873 -0.0079
C 2.615 -2.817 0.118 0.0033
C 2.952 -2.731 -1.228 -0.0028
C 4.096 -3.371 -1.684 0.0013
C 4.893 -4.082 -0.799 0.0001
C 4.551 -4.166 0.545 0.0004
C 3.406 -3.538 1.008 0.0011
H 0.788 -4.853 -0.047 0.0015
H -0.639 -6.819 0.329 -0.0001
H -2.647 -6.639 1.756 0.0002
H -3.233 -4.485 2.811 0.0001
H -1.845 -2.501 2.426 -0.0005
H -0.846 -0.572 3.034 -0.0001
H -0.352 0.700 5.080 -0.0002
H 1.989 1.186 5.707 0.0000
H 3.844 0.378 4.294 -0.0001
H 3.372 -0.931 2.261 -0.0008
H 2.324 -2.177 -1.916 -0.0036
H 4.361 -3.317 -2.731 -0.0002
H 5.785 -4.579 -1.158 0.0000
H 5.172 -4.727 1.230 0.0001
H 3.134 -3.621 2.055 0.0001
C -1.441 3.160 2.486 0.0130
C -0.840 3.684 1.240 0.1841
C -0.053 2.855 0.397 0.0754
C 0.461 3.313 -0.776 0.0903
C 0.218 4.651 -1.166 0.1955
N 0.664 5.188 -2.314 0.2105
C 1.218 4.619 -3.505 -0.0230
O 2.046 5.252 -4.100 0.0401
N 0.746 3.395 -3.879 0.0042
C -0.555 2.908 -3.590 0.0164
C -1.664 3.740 -3.595 -0.0013
C -2.890 3.210 -3.234 -0.0006
C -2.968 1.876 -2.875 -0.0104
N -1.904 1.067 -2.911 -0.0001
C -0.723 1.567 -3.279 -0.0035
C -0.519 5.513 -0.294 0.1025
C -1.042 5.033 0.863 0.0136
H -1.037 2.184 2.746 -0.0039
H -2.519 3.043 2.328 0.0417
H -1.303 3.863 3.310 0.0203
H 0.124 1.829 0.687 0.0459
H 1.077 2.669 -1.392 -0.0092
H 0.737 6.198 -2.343 -0.0120
H 1.282 2.954 -4.612 0.0006
H -1.567 4.780 -3.883 -0.0017
H -3.781 3.821 -3.227 0.0009
H -3.896 1.433 -2.539 -0.0166
H 0.114 0.880 -3.304 0.0029
H -0.679 6.542 -0.592 0.0000
H -1.627 5.678 1.506 0.0031
```

Entry 2:
This record from OMol25 describes C32H28F6N6O5P2S2SeV as an isolated structure. The level of theory is ωB97M-V with the def2-TZVPD basis set.

Summary:
total energy = -200406.7513 eV
gap between HOMO and LUMO (alpha / beta) = 7.31 / 6.68 eV
multiplicity = 2
energy relative to the best compared isomer or geometry (same formula, charge and spin) = 0.000 eV
E_HOMO (alpha / beta) = -7.5 / -6.9 eV
lowest unoccupied orbital energy (alpha / beta) = -0.0075 / -0.0082 Eh
⟨S²⟩ = 0.770

XYZ file:
```
83
Properties=species:S:1:pos:R:3:mulliken_spin:R:1
V -0.453 0.019 0.143 1.0544
N 1.384 -2.425 -0.249 -0.0034
P 0.116 -1.954 -1.265 0.0018
C 0.832 -2.002 -2.941 0.0011
C 0.933 -3.175 -3.687 0.0018
C 1.584 -3.170 -4.912 0.0003
C 2.140 -1.995 -5.401 -0.0006
C 2.045 -0.824 -4.663 0.0011
C 1.391 -0.825 -3.439 0.0054
C -1.062 -3.334 -1.259 0.0070
C -1.085 -4.238 -0.203 0.0005
C -2.075 -5.209 -0.138 0.0015
C -3.048 -5.278 -1.122 -0.0023
C -3.036 -4.370 -2.174 -0.0007
C -2.050 -3.399 -2.240 -0.0082
P 1.593 -1.206 0.926 -0.0707
C 1.805 -2.134 2.469 0.0015
C 3.048 -2.572 2.917 0.0002
C 3.140 -3.320 4.081 0.0003
C 1.995 -3.633 4.800 -0.0004
C 0.753 -3.199 4.356 0.0006
C 0.658 -2.449 3.195 -0.0011
C 3.227 -0.493 0.583 0.0183
C 3.904 -0.779 -0.599 -0.0085
C 5.120 -0.167 -0.873 0.0005
C 5.660 0.736 0.029 0.0002
C 4.982 1.032 1.205 -0.0011
C 3.768 0.426 1.483 -0.0069
H 1.946 -3.264 -0.336 0.0011
H 0.500 -4.094 -3.312 0.0000
H 1.659 -4.085 -5.485 0.0000
H 2.648 -1.995 -6.356 -0.0001
H 2.483 0.092 -5.040 0.0000
H 1.320 0.087 -2.858 -0.0024
H -0.343 -4.172 0.584 0.0011
H -2.095 -5.898 0.696 0.0007
H -3.825 -6.029 -1.064 -0.0002
H -3.799 -4.417 -2.940 0.0000
H -2.048 -2.690 -3.060 0.0002
H 3.945 -2.316 2.367 0.0002
H 4.109 -3.652 4.432 0.0000
H 2.071 -4.209 5.713 0.0000
H -0.141 -3.428 4.920 0.0003
H -0.308 -2.090 2.862 0.0121
H 3.482 -1.478 -1.310 -0.0002
H 5.643 -0.399 -1.792 -0.0001
H 6.609 1.213 -0.184 0.0000
H 5.397 1.744 1.907 0.0000
H 3.236 0.669 2.394 0.0013
F -0.674 4.363 0.397 -0.0002
C -0.602 4.240 1.739 -0.0005
F -1.837 4.311 2.221 0.0000
F 0.115 5.249 2.208 0.0000
S 0.186 2.619 2.111 0.0018
O -0.771 1.685 1.508 -0.0198
O 1.477 2.652 1.492 0.0003
N 0.119 2.701 3.656 -0.0001
S 0.685 1.558 4.605 0.0016
O 1.509 0.612 3.903 -0.0002
O 1.120 2.119 5.840 -0.0001
C -0.847 0.621 5.023 -0.0004
F -0.537 -0.374 5.854 0.0000
F -1.396 0.106 3.924 -0.0011
F -1.738 1.414 5.615 0.0000
C -0.028 3.789 -2.726 0.0015
N -1.169 3.063 -2.171 -0.0003
C -2.441 3.545 -2.205 -0.0032
C -3.465 2.914 -1.590 0.0010
C -3.164 1.709 -0.881 -0.0048
N -1.929 1.233 -0.902 -0.0065
C -0.927 1.905 -1.486 -0.0001
O 0.227 1.439 -1.348 -0.0106
N -4.079 1.022 -0.199 -0.0022
H -0.377 4.746 -3.102 0.0000
H 0.424 3.215 -3.532 -0.0002
H 0.712 3.944 -1.943 0.0001
H -2.576 4.470 -2.747 -0.0006
H -4.463 3.321 -1.620 0.0001
H -5.015 1.364 -0.091 0.0001
H -3.782 0.218 0.339 0.0005
Se -3.989 -2.647 2.358 0.0237
C -2.704 -1.746 1.556 0.0550
N -1.851 -1.149 1.016 -0.0412
```

Entry 3:
This record from OMol25 describes C32H28N2P2PtS3 as an isolated structure at a distorted geometry. The level of theory is ωB97M-V with the def2-TZVPD basis set.

Summary:
total energy = -90949.7114 eV
gap between HOMO and LUMO (alpha / beta) = 7.12 / 6.70 eV
multiplicity = 3
E_HOMO (alpha / beta) = -6.6 / -7.5 eV
lowest unoccupied orbital energy (alpha / beta) = 0.0183 / -0.0304 Eh
⟨S²⟩ = 2.012

XYZ file:
```
68
Properties=species:S:1:pos:R:3:nbo_charge:R:1
Pt -2.022 1.130 1.094 0.5116
S -1.122 0.230 3.768 -0.5575
P -0.135 -0.892 2.463 1.3515
C -0.517 -0.150 0.924 -1.1946
P 0.339 0.171 -0.559 1.3797
S -0.536 1.808 -1.281 -0.6091
C 0.143 -1.237 -1.699 -0.4172
C 0.229 -2.536 -1.205 -0.1975
C 0.028 -3.616 -2.049 -0.2045
C -0.264 -3.400 -3.389 -0.1989
C -0.356 -2.107 -3.883 -0.2323
C -0.157 -1.024 -3.039 -0.1204
C 2.130 0.394 -0.375 -0.3189
C 3.063 -0.391 -1.042 -0.2047
C 4.416 -0.120 -0.894 -0.2157
C 4.834 0.926 -0.086 -0.1962
C 3.901 1.706 0.585 -0.1986
C 2.551 1.442 0.441 -0.2027
C -0.755 -2.607 2.442 -0.3115
C -1.723 -2.954 1.504 -0.2059
C -2.234 -4.242 1.478 -0.2169
C -1.783 -5.182 2.395 -0.2019
C -0.834 -4.832 3.345 -0.2030
C -0.318 -3.546 3.372 -0.2163
C 1.638 -1.088 2.820 -0.4311
C 2.248 -0.180 3.678 -0.1715
C 3.606 -0.273 3.939 -0.2121
C 4.361 -1.267 3.335 -0.1936
C 3.754 -2.179 2.482 -0.2186
C 2.395 -2.096 2.228 -0.1350
H 0.439 -2.696 -0.155 0.2206
H 0.090 -4.624 -1.659 0.2176
H -0.433 -4.244 -4.045 0.2153
H -0.591 -1.942 -4.927 0.2159
H -0.236 -0.008 -3.405 0.2310
H 2.734 -1.203 -1.679 0.2250
H 5.147 -0.727 -1.413 0.2151
H 5.891 1.135 0.022 0.2143
H 4.230 2.520 1.219 0.2163
H 1.804 2.042 0.950 0.2346
H -2.064 -2.202 0.802 0.2371
H -2.984 -4.512 0.746 0.2160
H -2.177 -6.190 2.372 0.2140
H -0.500 -5.562 4.070 0.2148
H 0.422 -3.267 4.113 0.2256
H 1.635 0.583 4.145 0.2449
H 4.079 0.431 4.611 0.2169
H 5.425 -1.333 3.526 0.2150
H 4.343 -2.960 2.019 0.2147
H 1.925 -2.830 1.585 0.2085
N -4.133 1.827 -1.096 -0.8046
C -3.610 2.574 -0.092 0.2878
S -4.007 2.254 1.549 -0.1544
N -3.028 3.755 -0.421 -0.6042
C -2.934 4.424 -1.656 0.1346
C -1.844 5.275 -1.836 -0.2318
C -1.716 6.019 -2.994 -0.1854
C -2.670 5.922 -3.998 -0.2278
C -3.756 5.081 -3.820 -0.2040
C -3.899 4.338 -2.657 -0.2208
H -4.464 0.920 -0.822 0.4162
H -3.666 1.875 -1.990 0.4074
H -2.513 4.178 0.332 0.4241
H -1.087 5.340 -1.063 0.2210
H -0.865 6.677 -3.114 0.2182
H -2.571 6.503 -4.905 0.2165
H -4.517 5.011 -4.587 0.2155
H -4.779 3.726 -2.522 0.2217
```